{"formula": "H27O13", "method": "the ωB97M-V functional and the def2-TZVPD basis", "homo_lumo_gap_ev": [3.1, 11.0], "max_force_ev_per_a": 7.516, "e_tot_ev": -27050.3236, "lumo_ev": [0.1, -0.1], "charge": 0, "mol_weight_g_mol": 235.203, "homo_energy_ev": [-2.97, -11.06], "multiplicity": 2, "relative_energy_kj_mol": 338.35, "symbols": ["O", "H", "H", "O", "H", "H", "O", "H", "O", "H", "H", "O", "H", "H", "O", "H", "H", "O", "H", "H", "O", "H", "H", "O", "H", "H", "O", "H", "H", "O", "H", "H", "O", "H", "H", "O", "H", "H", "H", "H"], "coordinates": [[-0.043013, -3.708845, 1.274617], [-2.619580, -2.894529, -0.508246], [2.171158, -0.473787, -0.460192], [2.124584, 1.625766, 1.621045], [1.129961, 1.829113, 1.281831], [-0.248202, 1.242710, -3.868875], [-0.113177, -0.985493, -0.891868], [2.073329, 0.885477, 2.230742], [0.550961, 1.489439, -4.220262], [-3.599058, 0.197496, 0.196633], [0.669815, 0.675618, -4.795970], [2.979250, 0.124801, -0.208833], [-0.267572, -4.468900, 1.720394], [0.126449, -0.103520, 1.494362], [-2.601414, -1.208406, 1.908107], [-4.504409, 0.688417, -0.948947], [-1.874019, -0.944837, 2.466460], [-0.258028, 1.642060, 0.642615], [1.855922, 2.109459, -2.731574], [-0.419789, 2.599917, 0.405905], [2.299185, -2.376205, 0.751153], [1.716326, -2.464634, 0.099346], [2.617434, 0.465628, 0.795375], [-3.546100, 0.759082, -0.631593], [-2.701226, -2.247842, 1.898935], [-1.251759, -3.567683, -0.604241], [-0.572192, 4.208071, -0.580727], [-1.553865, 4.126426, -0.943570], [-0.539354, 4.518216, 0.345022], [-1.857866, -3.147467, -1.280730], [2.779050, -3.152303, 0.957399], [0.530714, -3.044489, 1.519668], [0.254627, -0.288001, 2.502157], [2.749898, 0.854536, -0.752477], [-1.125458, 1.359095, 1.178264], [2.172911, 2.201320, -1.866666], [-0.738114, -1.735337, -0.774831], [1.810274, 3.052861, -1.589652], [0.508467, 0.420298, 2.961456], [-0.686135, -0.263510, -0.592233]], "atomic_forces_ev_per_a": [[-2.49, 0.22, -4.29], [2.65, -0.74, -3.49], [1.63, 0.54, 0.49], [-0.48, -0.04, -0.94], [1.50, -0.86, 0.74], [-3.34, -0.37, 1.99], [-0.14, -0.24, 0.59], [-0.39, 0.11, 0.95], [2.95, -1.17, -2.62], [0.47, 0.85, -1.02], [0.45, 1.58, 0.72], [-2.31, -3.26, 1.80], [0.10, -1.92, 2.31], [0.48, -0.14, 2.75], [-1.48, -2.89, -1.03], [1.95, 0.30, 0.43], [0.78, -0.22, 0.48], [-2.04, 0.34, 0.79], [-0.93, -0.66, -2.37], [-0.13, -0.80, -0.36], [3.17, 2.54, 4.37], [-3.67, -1.27, -4.40], [0.62, 1.05, -1.63], [-2.27, -1.20, 0.69], [0.73, 3.18, 0.43], [-0.33, 0.15, -1.10], [-2.05, -0.43, -1.04], [2.82, 0.41, 1.66], [-0.72, 0.19, -0.49], [-2.31, 0.36, 4.90], [0.46, -1.30, -0.16], [2.06, 1.61, 2.04], [-1.94, -5.43, -4.82], [-0.24, 2.86, -1.72], [1.74, 0.88, -1.01], [0.89, 0.47, 2.25], [0.39, 0.09, -0.59], [0.02, -0.10, 0.31], [1.10, 4.81, 2.55], [0.28, 0.52, -0.15]]}

---

{"formula": "H27O13", "method": "the ωB97M-V functional and the def2-TZVPD basis", "homo_lumo_gap_ev": 11.2, "max_force_ev_per_a": 2.407, "e_tot_ev": -27049.1841, "lumo_ev": -2.7, "charge": 1, "mol_weight_g_mol": 235.203, "homo_energy_ev": -13.85, "relative_energy_kj_mol": 182.30, "symbols": ["O", "H", "H", "O", "H", "H", "O", "H", "O", "H", "H", "O", "H", "H", "O", "H", "H", "O", "H", "H", "O", "H", "H", "O", "H", "H", "O", "H", "H", "O", "H", "H", "O", "H", "H", "O", "H", "H", "H", "H"], "coordinates": [[3.008308, 1.601986, -0.390258], [2.525755, -3.428386, -0.114210], [-0.521980, 3.315488, -3.535714], [-1.017517, 3.463594, 1.321234], [2.309912, -2.326707, -1.225312], [-1.372007, -0.980486, -1.740423], [2.101710, 0.828366, -2.830365], [-3.618725, -0.079937, -2.083221], [-0.542620, -1.150172, -2.218022], [-0.816256, -3.401185, -0.758359], [-0.510811, -0.473673, -2.905839], [-1.328779, -2.731581, -0.286239], [3.764405, 2.112494, -0.102481], [-1.311158, 4.387003, 1.275032], [2.320275, -0.684292, 2.000525], [2.584480, 0.035727, 1.395061], [2.463591, -1.517112, 1.550996], [0.542419, 1.894319, 0.285373], [1.501995, 2.076945, 0.352015], [0.308229, 1.340823, -0.470427], [-3.231973, -0.265138, -1.203366], [-3.930500, -0.752019, -0.732815], [-0.690870, -2.430998, 0.397398], [-0.726050, 0.420196, 2.027532], [-0.628071, -0.627795, 2.647525], [-0.026679, 0.615767, 1.385739], [-2.726734, -2.077857, 1.822384], [-2.207066, -2.443672, 1.004217], [-3.669589, -2.158205, 1.657868], [2.249057, -2.523649, -0.285482], [0.941829, 3.328304, -2.927651], [2.906392, 1.081759, -1.203529], [-0.799732, -1.670770, 3.221445], [-1.314713, 1.190893, 1.999165], [-1.698816, -2.193397, 2.939475], [0.129512, 2.816658, -3.036637], [2.202113, 1.266900, -3.680391], [-0.235447, 3.628693, 0.769880], [0.076245, -1.876556, 2.848238], [1.259724, 1.080046, -2.441364]], "atomic_forces_ev_per_a": [[-1.03, 0.00, 1.68], [0.17, -0.02, -0.48], [0.23, 0.29, 0.01], [0.16, 1.83, -0.42], [0.06, -0.25, -0.03], [0.03, -0.14, -0.07], [0.50, -0.62, 0.42], [0.23, -0.11, 0.69], [0.10, 0.58, -0.09], [-0.24, -0.01, -0.17], [0.01, -0.18, -0.04], [0.85, 0.00, 1.14], [0.62, -0.48, -1.09], [-0.92, -0.26, 0.73], [-0.50, 0.72, 0.35], [-0.04, -0.71, 0.14], [0.30, 0.04, -0.65], [-0.25, -0.37, 0.40], [-0.20, -0.79, -0.96], [0.60, 0.36, -0.14], [-0.57, -0.11, -0.49], [0.40, 0.27, -0.28], [0.09, -0.01, -1.02], [0.25, -0.25, -0.21], [-2.20, 0.53, 0.62], [0.49, 0.59, -0.16], [0.81, -0.72, -1.27], [-1.97, 0.44, 1.32], [0.01, -0.25, 0.08], [-0.34, 0.12, 0.56], [-0.47, 0.27, -0.21], [1.23, 0.64, -0.46], [0.47, 0.44, -0.21], [-0.08, -0.12, 0.38], [1.79, 1.27, -0.45], [0.19, -0.48, 0.27], [-0.27, 0.07, 0.11], [-0.04, -1.23, 0.15], [-0.20, -1.60, 0.51], [-0.26, 0.26, -0.64]]}

---

{"formula": "H27O14", "method": "the ωB97M-V functional and the def2-TZVPD basis", "homo_lumo_gap_ev": 9.0, "max_force_ev_per_a": 10.193, "e_tot_ev": -29102.0298, "lumo_ev": 2.6, "charge": -1, "mol_weight_g_mol": 251.202, "homo_energy_ev": -6.45, "relative_energy_kj_mol": 543.91, "symbols": ["O", "H", "O", "H", "H", "O", "H", "H", "O", "H", "H", "O", "H", "H", "O", "H", "H", "O", "H", "H", "O", "H", "H", "O", "H", "H", "O", "H", "H", "O", "H", "H", "O", "H", "H", "O", "H", "H", "O", "H", "H"], "coordinates": [[1.947873, -2.792297, -1.033835], [1.407206, -2.787035, -1.680743], [0.015490, -1.992944, 0.330539], [-0.779659, -1.873892, -0.446574], [4.639260, -0.619886, -1.271308], [0.847259, 4.209864, 1.728812], [4.505664, -0.026868, 0.024882], [-3.738598, -2.370110, 2.180912], [-2.883718, -2.399978, 1.559269], [2.272306, 2.163062, 2.476156], [-3.341554, -2.652296, 0.737328], [-2.082874, 2.145146, 0.003169], [-0.637010, 1.420901, -2.390411], [-1.917555, 1.262537, -0.001840], [2.830420, -1.099479, -2.826234], [2.324848, -1.828575, -2.799641], [2.630004, -0.436465, -3.468967], [-1.346374, -1.458523, -1.526217], [-1.705820, -0.174651, 3.148335], [-1.979620, -2.164659, -1.375275], [4.593343, 0.382060, -0.896026], [-0.159073, 4.370476, 1.689604], [-2.513404, 2.533090, -0.845035], [2.180057, -0.236610, 0.154479], [2.469153, 0.001296, -0.745312], [0.993617, 3.743624, 2.601505], [-0.852287, 2.495985, 2.380562], [-1.472500, 2.839870, 1.620912], [-0.506395, 1.642017, 2.004016], [-4.203001, -1.293946, -2.210545], [-3.294348, -1.063916, -2.130992], [-4.730669, -0.871121, -1.443255], [-1.259171, 0.880316, -2.672639], [-1.216541, -0.039997, -2.371217], [1.545750, -2.419553, -0.211438], [-2.314126, 0.139943, 2.432104], [1.309608, -0.599160, 0.187133], [-1.971710, -0.390044, 1.694341], [2.875082, 1.312880, 2.654277], [0.198087, -2.925746, 0.413196], [2.885182, 0.927788, 1.781963]], "atomic_forces_ev_per_a": [[7.18, -1.20, 7.14], [-6.67, 0.12, -6.27], [-0.65, 0.15, 1.29], [1.42, 0.97, -0.18], [-0.30, 3.56, 0.08], [-0.98, 0.77, 0.94], [-0.06, 1.71, -1.05], [3.03, 0.16, -1.70], [-3.69, -0.51, 1.51], [2.07, -2.90, 0.55], [0.58, 0.10, 0.01], [-1.99, 6.19, -1.52], [4.68, 3.27, 2.33], [0.41, -4.08, -0.95], [4.03, 3.99, 0.56], [-2.91, -3.40, -0.24], [-0.70, -0.01, -0.68], [-0.84, -0.58, 0.16], [-0.87, 0.61, -0.73], [-0.45, -0.10, -0.71], [0.49, -5.16, 0.81], [2.74, -0.76, 0.40], [1.40, -2.04, 2.09], [1.72, 1.32, 0.37], [-0.48, -0.44, 0.39], [-0.90, 0.88, -1.61], [-1.33, -0.28, -1.69], [1.58, -1.57, 1.90], [-0.70, 1.36, 0.54], [-3.38, 0.28, 1.52], [1.60, 0.68, 0.51], [1.80, -0.91, -1.97], [-5.10, -2.62, -3.07], [0.39, -0.42, 0.70], [0.10, 0.15, -1.59], [1.16, -0.72, 0.76], [-1.27, -0.61, -0.33], [-0.41, -0.25, 0.04], [-1.99, 3.37, 0.15], [-0.48, -0.46, 0.41], [-0.21, -0.62, -0.86]]}

---

{"formula": "H27O14", "method": "the ωB97M-V functional and the def2-TZVPD basis", "homo_lumo_gap_ev": 10.1, "max_force_ev_per_a": 5.278, "e_tot_ev": -29105.1475, "lumo_ev": 2.7, "charge": -1, "mol_weight_g_mol": 251.202, "homo_energy_ev": -7.44, "relative_energy_kj_mol": 243.10, "symbols": ["O", "H", "O", "H", "H", "O", "H", "H", "O", "H", "H", "O", "H", "H", "O", "H", "H", "O", "H", "H", "O", "H", "H", "O", "H", "H", "O", "H", "H", "O", "H", "H", "O", "H", "H", "O", "H", "H", "O", "H", "H"], "coordinates": [[-3.312009, 3.428342, -1.258893], [-2.470419, 2.846086, -1.038360], [-0.973909, -0.364049, -3.390772], [-1.032981, -1.308965, -3.293451], [-0.078597, -0.081186, -3.014337], [2.475378, 1.145496, 0.632285], [0.177424, -0.973897, 3.728680], [1.912394, 1.471491, 1.347089], [1.516281, 3.157874, -1.019661], [1.406084, 3.490327, -1.889505], [1.587007, 2.114299, -1.221634], [-1.776268, -1.373109, 1.193584], [-0.864748, 2.395167, 0.100906], [-1.354813, -2.156062, 0.956497], [1.712331, -4.856802, -0.172584], [1.612474, -5.055539, 0.778052], [1.834886, -3.957090, -0.307769], [1.023760, -2.212715, -0.259886], [1.688012, -1.975965, 0.491445], [0.895272, -1.382885, -0.679894], [1.171092, -1.029397, 3.692882], [1.355748, -1.507853, 2.862444], [-1.324407, -0.658037, 0.725402], [1.317311, 0.571257, -1.717327], [1.842516, 0.374935, -2.454882], [1.947946, 1.066743, -0.245183], [2.790334, -1.262831, 1.332629], [2.498638, -0.439878, 0.735556], [3.743645, -1.458735, 1.253938], [-3.379908, 3.604810, 1.784717], [-2.517354, 4.073256, 1.730855], [-2.864557, 2.784751, 1.496437], [-0.960659, 3.272803, 0.261333], [-0.255530, 3.748125, -0.244077], [-3.932096, 3.166628, -0.514372], [-1.267564, -4.236472, 0.913472], [-1.043138, -4.838555, 0.152960], [-2.252038, -4.116728, 0.742836], [-1.181185, 0.842093, -1.052066], [-1.495094, 0.967249, -1.965491], [-0.171243, 0.725020, -1.173863]], "atomic_forces_ev_per_a": [[0.94, -2.39, 1.46], [-2.38, 1.97, -0.53], [1.49, 1.01, -0.31], [0.12, -0.44, 0.25], [-1.45, -0.72, -0.37], [-0.70, -0.31, -1.11], [1.50, -0.15, -0.16], [-0.06, 0.00, -0.36], [0.45, -2.24, 0.54], [-0.16, 0.63, -1.32], [-0.54, 2.50, -0.28], [-1.27, 2.43, 0.94], [0.73, -4.27, -1.18], [1.54, -2.18, -0.79], [-0.22, -3.87, 0.86], [0.10, 0.65, -0.83], [-0.09, 2.96, -0.11], [0.90, -0.91, 1.84], [-1.07, -0.69, -1.41], [-0.15, 1.37, -1.07], [-1.62, -0.17, -0.19], [0.07, 0.43, 0.40], [-0.23, -0.23, -0.22], [-0.95, 0.43, 1.81], [1.34, -0.39, -1.39], [0.79, -0.23, 1.38], [0.02, 0.38, -0.66], [1.71, -0.81, 1.89], [-0.87, 0.48, -0.23], [2.53, -1.58, -0.47], [-0.89, 0.84, 0.07], [-1.77, 0.68, 0.48], [0.04, 5.18, 1.00], [-0.52, -1.07, 0.61], [1.17, 0.67, -1.24], [-1.97, -0.97, -1.60], [0.25, 0.99, 1.06], [1.70, -0.04, 0.60], [0.99, 0.32, 0.44], [0.06, -0.40, 0.53], [-1.53, 0.11, -0.35]]}